118
Properties=species:S:1:pos:R:3:forces:R:3:lowdin_charge:R:1 method="wB97M-V/def2-TZVPD" homo_lumo_gap_ev=6.322 smiles="CC[C@H](I)C1=C(CCc2ccccc2)C(=O)c2c(ccc(CCCCO)c2CCCCn2cccc2)C1=O.O=C1C=C(O)C(=O)C=C1O.O=C1C=C(O)C(=O)C=C1O.O=C1C=C(O)C(=O)C=C1O" lumo_energy_ha=-0.05746 relative_energy_kj_mol=0.0
O -0.637669 9.737543 4.295907 -0.1 0.0 0.1 0.112
O -1.616648 5.751459 0.963288 0.1 0.2 0.1 0.091
C 0.717655 -2.134317 1.051102 0.1 0.3 -0.7 -0.360
H -2.918891 0.536674 7.757113 0.0 0.0 0.0 0.122
O 0.518109 7.254180 0.480182 -0.2 -0.1 0.0 0.117
H -2.082716 0.294290 -0.773078 -0.2 0.0 0.0 0.102
H -1.842667 -0.179727 4.353826 0.0 0.1 0.1 0.067
C 4.711586 0.422149 -1.410215 -0.3 0.4 -0.2 -0.120
H -4.510853 -5.169432 1.302390 0.1 0.0 0.0 0.029
C 3.034445 -1.720156 -3.396021 0.7 -0.2 0.2 -0.106
O -4.950420 -4.096651 -0.438751 0.0 0.0 0.2 0.076
H 1.771799 3.613724 0.254195 0.0 0.1 0.0 0.078
C 2.430566 2.766995 0.216069 0.3 -0.4 0.0 -0.091
H -2.308240 8.967385 5.229690 0.0 0.1 0.0 0.125
C 4.830157 -4.077994 -2.535001 -0.5 -0.1 0.1 -0.138
H 5.732080 0.800294 -1.331442 0.1 -0.1 0.0 0.127
C 1.747238 -2.625915 0.107091 0.2 -0.2 -0.2 -0.093
H 2.168341 -5.826552 -5.967655 -0.3 0.0 -0.1 0.108
C -0.681792 3.892014 -1.372947 0.1 -0.2 -0.4 -0.080
H -1.732151 2.199625 -0.670209 0.0 -0.1 0.0 0.104
O -3.519043 1.092519 7.222943 0.2 0.0 0.1 0.115
C -0.864219 1.803469 -2.607359 0.3 0.1 -0.2 -0.227
O 0.866885 -2.190260 2.241471 -0.1 -0.2 0.8 0.099
I -2.041935 -3.740159 1.867634 0.0 0.0 -0.2 1.044
H -5.733926 -4.550420 -2.908235 0.0 0.0 0.0 0.134
C -1.419249 6.652867 1.758542 -0.3 0.0 0.3 -0.291
C -0.813876 8.827157 3.508478 0.3 0.1 -0.3 -0.313
H -5.342433 -8.486439 0.252955 0.0 0.0 0.0 0.136
C 3.198875 -5.148126 -4.196391 0.1 -0.3 -0.7 -0.164
C -3.361733 3.215057 6.239239 0.0 0.1 -0.1 0.078
H 4.903802 1.093707 -3.435557 0.0 0.1 0.0 0.110
H -2.776439 -1.610617 4.012062 -0.1 -0.1 -0.1 0.052
C -0.385517 -0.956170 -0.769051 -0.6 -0.3 0.2 -0.040
H 5.163586 -1.510557 -2.923025 0.3 -0.3 -0.4 0.089
C -5.972294 -6.647829 -2.669035 0.0 0.3 -0.2 -0.239
H -4.360470 3.185371 5.827116 0.0 0.0 0.0 0.136
H 2.482664 -4.961438 -3.397808 0.0 0.1 0.1 0.107
H 3.197032 2.790863 -1.855244 0.0 0.0 -0.1 0.116
H 2.283509 -0.964876 -3.573203 -0.3 0.0 0.1 0.100
H 4.708873 -0.595698 -1.028765 -0.1 -0.1 0.2 0.112
C 3.505434 -4.109485 -0.457668 0.0 0.0 0.3 -0.011
C 2.545773 -3.697123 0.450708 0.1 0.4 -0.1 0.017
H 4.613211 -3.516282 -4.608382 -0.2 0.1 -0.2 0.085
H -2.659881 -1.574027 0.513146 0.0 -0.2 -0.3 0.059
H -0.909351 4.460146 -0.482787 0.0 -0.1 -0.1 0.062
H 2.288091 1.832039 2.245490 0.0 0.0 0.1 0.086
H 3.054848 -3.394586 -6.685735 0.1 0.1 -0.1 0.078
C -0.229443 7.547540 1.539188 0.3 0.2 -0.1 -0.227
O 3.364330 -4.287706 -6.529183 -0.1 -0.1 0.1 -0.076
H -1.005814 -1.670765 3.996636 0.1 -0.1 -0.1 0.052
O -6.194026 -8.922522 -2.201822 0.0 0.0 -0.2 0.105
C -2.262505 6.899679 2.911536 -0.1 -0.1 -0.2 0.067
O -4.680698 -6.131618 1.252506 -0.1 0.2 -0.2 0.074
H -1.000585 0.018801 2.144204 0.1 0.1 -0.1 0.110
C 3.149399 2.347816 -0.877566 0.0 0.4 -0.1 -0.111
C -1.144037 2.581674 -1.493219 0.0 0.2 0.2 -0.026
C 2.498944 -4.878582 -5.555554 0.5 0.3 0.3 -0.237
H 0.355012 3.466398 7.659433 0.0 0.0 0.0 0.137
C 0.979953 -0.835577 -1.350960 0.1 -0.6 0.4 -0.249
H 0.908841 4.142682 -4.336011 0.0 -0.1 -0.2 0.099
C 0.046084 8.567268 2.363821 0.0 0.1 0.1 0.079
H -2.751607 0.003029 2.138312 -0.1 0.0 -0.3 0.108
O 1.320205 0.164078 -1.917995 0.2 0.6 -0.6 0.124
C -2.560418 4.399972 5.990991 -0.4 -0.3 0.0 -0.295
C 4.257093 0.415868 -2.875626 1.1 -0.1 -0.3 -0.164
C -1.456625 2.263463 7.527002 0.4 0.3 0.0 -0.315
H 4.012700 0.037236 1.208881 0.0 -0.1 0.0 0.114
O -1.074877 1.313305 8.183095 -0.2 -0.1 0.0 0.111
H 1.656358 -4.212489 -5.376343 -0.3 -0.1 -0.2 0.108
C -0.119861 2.380256 -3.639226 -0.1 0.3 0.2 -0.050
C 0.058645 4.445538 -2.406510 0.0 -0.2 0.0 -0.095
H -2.292703 0.427968 -3.299892 -0.1 -0.1 -0.1 0.124
C -1.161807 4.446595 6.538434 0.3 0.0 0.1 -0.229
C -1.597614 -0.381031 -1.472574 0.5 0.3 -0.2 -0.109
H -0.649128 -0.143593 -3.441250 0.1 -0.2 0.0 0.110
O -2.946536 5.365155 5.356741 0.1 -0.1 0.1 0.098
H 5.317442 -5.066960 -4.343193 0.2 0.1 -0.1 0.116
C -1.987229 7.915343 3.739417 -0.3 -0.2 0.0 -0.250
H 2.406069 -4.152915 1.419221 0.1 -0.1 0.0 0.125
C -5.879925 -7.835727 -1.752055 0.1 -0.1 0.4 -0.318
C -0.648839 3.441782 7.259890 0.0 -0.1 0.1 0.078
H -1.099161 6.107987 5.726283 0.0 0.0 0.0 0.101
H 2.920290 -2.456205 -4.187432 0.1 -0.2 0.0 0.089
C -2.848971 2.206908 6.957950 -0.3 0.0 -0.1 -0.240
N 3.845798 1.221513 -0.559035 -0.2 -0.3 0.6 -0.110
O -2.722839 8.187158 4.812658 0.3 0.3 0.0 0.109
C 4.521492 -4.409102 -4.001852 0.3 0.2 0.4 -0.195
H 5.123408 -5.009085 -2.053372 0.0 -0.1 0.2 0.107
H 3.422572 -6.212991 -4.169491 0.0 -0.1 0.2 0.108
C -1.872786 -1.076043 3.730889 0.0 0.4 0.3 -0.168
C 3.570580 0.902227 0.748103 -0.1 0.1 -0.1 -0.105
C -1.335598 0.371586 -2.775651 -0.5 0.6 0.2 -0.136
C 0.330625 3.689553 -3.544274 -0.1 0.0 0.2 -0.083
H 5.695696 -3.424068 -2.444543 0.2 0.0 -0.2 0.111
C -5.666810 -5.410802 -2.257633 0.1 0.1 0.1 0.073
H -3.103880 6.242136 3.069361 0.0 0.0 0.0 0.128
H 0.092912 1.800653 -4.526945 0.1 -0.1 -0.1 0.110
H -2.318158 -1.176337 -1.656172 0.1 -0.2 0.0 0.128
C -1.870128 -0.620169 2.280385 0.1 -0.5 0.2 -0.255
H 0.442961 5.454394 -2.340074 0.0 0.1 0.0 0.096
H 4.659474 -0.904379 -4.548671 0.3 -0.1 0.0 0.112
O -6.379075 -6.922099 -3.903578 0.0 -0.1 0.1 0.114
C 1.895069 -2.001513 -1.129096 0.2 0.0 -0.3 -0.014
H 4.140265 -4.938616 -0.178515 0.1 -0.1 -0.1 0.114
C -5.109304 -6.386326 0.022723 0.0 -0.2 0.2 -0.235
H 3.246312 0.783442 -2.972820 -0.2 0.0 0.1 0.081
C 3.701594 -3.495810 -1.692792 -0.2 0.0 0.0 -0.160
H 0.104475 6.479174 0.055714 0.0 0.0 0.0 0.101
C 4.404873 -0.993702 -3.495628 -1.3 0.7 0.2 -0.151
C 2.698401 1.835357 1.251963 0.0 -0.1 0.0 -0.098
C -5.420667 -7.622894 -0.392084 -0.1 -0.1 -0.1 0.073
H 0.896494 9.217592 2.216239 0.0 0.0 0.0 0.137
H -6.533265 -7.886346 -3.927289 0.0 0.0 0.0 0.120
O -0.487696 5.554630 6.250518 -0.2 0.0 -0.1 0.120
C -5.227607 -5.191671 -0.888971 -0.1 0.1 -0.3 -0.316
C -1.799113 -1.709806 1.151045 0.0 0.8 0.9 -0.584
C 2.869311 -2.409610 -2.058329 -0.2 0.0 0.3 -0.079
C -0.506493 -1.573393 0.413012 -0.2 -0.5 -0.3 -0.192



86
Properties=species:S:1:pos:R:3:forces:R:3:lowdin_charge:R:1 method="wB97M-V/def2-TZVPD" homo_lumo_gap_ev=8.543 charge=+1 lumo_energy_ha=-0.13310
H -3.646375 -2.957677 -2.978936 0.1 0.1 0.7 0.138
C -2.385879 -2.617584 -1.465459 3.2 1.2 1.2 -0.313
H 1.550508 -0.172367 -2.910793 0.2 -1.3 0.5 0.108
C 1.045462 -0.419394 5.620267 0.4 0.2 -0.1 -0.031
N 1.241666 -1.785855 -1.424413 -1.9 -0.7 -0.5 -0.081
C -0.480865 -0.870448 7.315618 0.0 -0.1 -0.1 -0.607
O -1.691538 -1.403599 7.535729 0.2 0.1 -0.2 -0.005
Br -1.072808 -2.754376 -3.979036 0.0 0.1 0.3 0.889
H -1.412512 -1.965373 9.519142 0.0 0.2 0.0 0.099
C -1.811861 4.000216 -3.133810 0.0 0.5 -0.2 -0.606
C -1.063213 -1.283026 -0.167137 -1.2 2.5 -0.7 -0.254
H 0.118999 4.254633 -4.905241 -0.2 -0.1 0.0 0.098
H 2.417640 -3.993920 0.792374 0.3 0.9 -0.9 0.083
H -1.695758 -0.397219 -0.522976 0.8 -1.2 0.5 0.120
H 2.775112 -3.182009 3.551945 -0.1 0.0 0.2 0.080
O -0.223215 -0.954000 6.002643 -0.2 0.0 0.2 -0.002
H 1.836640 4.837236 -9.250351 -0.1 0.2 0.0 0.096
H 3.598152 -4.014405 -0.621917 -1.2 0.6 0.8 0.104
O 3.614109 -2.441595 5.963209 0.1 -0.2 -0.1 0.119
H -1.457123 4.052580 -5.741955 0.1 -0.1 0.2 0.099
O 5.133834 -4.047262 6.461375 -0.3 0.0 -0.3 0.009
H -3.497393 2.722550 -1.580659 0.1 0.0 0.0 0.028
H 2.261739 -4.875832 3.497594 0.2 -0.1 0.2 0.091
H -0.672771 5.637196 -5.674723 -0.1 0.0 0.2 0.090
H 2.662900 7.590113 -5.370296 -0.1 0.1 -0.1 0.096
O -1.540597 2.846899 -3.366225 0.0 0.0 0.1 0.101
H -7.213785 -2.232633 0.352961 1.0 0.8 0.0 0.079
C 2.526894 -4.051888 4.162037 -0.2 0.1 -0.2 -0.049
C 2.826116 8.393773 -6.090757 0.0 0.2 0.4 -0.043
C -0.200297 -1.576373 -1.486213 -0.2 2.0 -0.3 -0.254
O -0.447881 -0.744857 0.993911 0.1 -3.1 -0.2 0.139
N -1.119069 -2.560420 -2.127250 -3.4 -0.6 0.3 -0.388
H -2.166988 -0.355562 9.268581 0.2 -0.1 0.0 0.099
C 2.009944 -1.124598 -2.522223 2.0 -0.3 0.3 -0.042
Br -4.406223 0.109581 -1.185495 -0.5 -0.8 0.1 0.783
H 1.855337 -0.964466 6.104896 -0.1 0.2 0.0 0.077
H -3.087575 -1.836026 8.961566 0.1 0.0 -0.3 0.093
C 2.795543 -3.399843 -0.087092 0.4 0.5 -1.7 0.010
C -0.846875 4.713540 -5.123838 0.2 0.1 -0.5 -0.034
H -7.178571 -0.426581 0.177113 1.0 -1.2 0.0 0.093
O 3.248926 7.865904 -7.347062 -0.2 -0.2 -0.2 0.006
H -6.330090 -1.385729 -1.926946 1.3 0.0 1.0 0.105
O 2.878073 6.630350 -9.088462 -0.1 0.1 0.3 0.006
C -4.866632 -2.871827 -1.207440 -1.1 -0.2 0.1 -0.599
O 1.280967 6.747338 -7.482488 0.1 0.0 0.0 0.110
H 6.079626 -2.258521 6.947571 -0.2 0.0 0.1 0.099
H 3.021569 -0.830376 -2.072737 -1.3 -0.3 -0.7 0.109
H -0.051179 -3.673167 2.335706 -0.1 0.5 0.5 0.112
O -0.552264 -2.844120 2.435706 0.7 1.1 -2.0 0.156
O 0.246404 -0.399656 8.150207 -0.2 -0.1 -0.2 0.133
H -1.808742 -3.274570 0.273213 0.1 0.6 0.7 0.119
H 3.622237 9.036775 -5.717093 0.1 -0.1 -0.3 0.095
H -3.315058 3.906688 -0.279023 0.1 0.2 -0.2 0.102
C -5.599400 -1.459480 -1.051221 -1.7 -0.4 0.3 -0.700
C 4.086010 -3.538359 5.804067 0.3 -0.3 0.1 -0.595
H 1.096602 6.242158 -10.089018 0.0 -0.1 0.2 0.099
H -0.378235 -0.629354 -2.104572 0.7 -1.2 0.9 0.159
O 1.301425 -4.166444 -1.825587 -0.2 2.9 0.9 0.075
H 6.541130 -3.680446 7.895208 -0.1 -0.2 -0.2 0.096
C -2.098856 -1.381709 8.903175 -0.2 0.0 0.4 -0.045
H -1.919695 2.922176 -0.744157 -0.1 -0.1 -0.1 0.096
H 3.279840 -2.416851 0.180350 -0.7 -1.1 0.1 0.083
O 3.650906 -4.463038 4.936036 0.1 0.0 0.1 0.012
Br -4.735029 -3.864560 0.536076 0.1 0.4 -1.2 0.765
C 5.703783 -3.163740 7.427646 0.3 0.2 0.4 -0.037
H 2.552928 5.473985 -10.738657 0.2 0.2 0.2 0.095
C 2.031667 5.746758 -9.821667 -0.2 -0.3 -0.3 -0.045
H 2.241220 -1.899330 -3.313001 -0.5 1.2 0.4 0.101
O -2.448233 4.453277 -2.044044 0.1 -0.1 -0.2 0.012
C -6.512634 -1.351259 0.267142 0.2 0.8 -0.5 -0.194
N -2.106012 -2.337456 -0.037157 -0.5 -0.8 -2.1 0.088
H 1.922658 8.994471 -6.209578 0.0 -0.2 0.0 0.099
C -2.808935 3.433255 -1.119662 -0.1 -0.2 0.4 -0.063
B 0.125473 -1.739996 1.852145 1.9 -0.2 1.4 -0.659
H 1.785838 -0.730673 1.759169 0.1 -0.7 0.4 0.125
C 2.359474 7.050293 -7.927326 0.3 0.1 -0.1 -0.607
H -5.859415 -1.213845 1.182221 -0.9 -0.4 -1.1 0.074
H 1.671534 -3.839357 4.807209 0.1 0.2 0.0 0.105
O 1.509579 -1.564735 2.199648 -2.5 0.7 -1.2 0.109
C 1.665976 -3.164326 -1.207541 1.6 -2.6 0.9 -0.393
H 4.974342 -2.915848 8.200587 0.0 0.1 -0.2 0.101
H 1.145668 -0.540790 4.541909 -0.2 -0.1 0.1 0.075
H 1.101520 0.645554 5.855364 0.0 -0.1 0.1 0.103
N -3.588907 -2.821521 -1.955532 0.9 -0.5 -0.2 0.065
O -1.531368 5.047746 -3.915014 -0.2 -0.4 0.4 0.012
H -5.566116 -3.524772 -1.829535 1.1 0.9 0.9 0.125